The following is a DFT calculation (ωB97M-V/def2-TZVPD) of a cluster of 5 separate species, C26H53O6S in total at a distorted geometry.

Its net charge is +1. As for the total energy: -1871.73037 a.u. As for the frontier orbital gap: 6.89 eV. As for the max |F|: 1.82 eV/Å. Its HOMO energy is -10.31 eV.

Atoms and positions in Å:
C 2.001146 -0.252480 3.362941
C 1.363491 -1.181537 2.375377
O 1.314398 -2.395306 2.484186
O 0.812274 -0.513277 1.305920
C -0.608732 -0.736535 1.211892
C -1.215840 0.379636 0.373548
C -2.571932 0.906502 0.838779
C -2.734171 1.165206 2.334610
C -4.193858 1.606279 2.666609
C -5.006202 0.476009 3.297851
C -5.564854 -0.511488 2.282036
C -6.249697 -1.658328 3.036474
S -6.550751 -3.088725 1.949171
H 1.230651 0.191238 3.988423
H 2.505356 0.555055 2.844846
H 2.694053 -0.798709 3.988953
H -1.026347 -0.810722 2.212695
H -0.745608 -1.702988 0.729817
H -1.358009 -0.024661 -0.626715
H -0.477108 1.164046 0.264422
H -2.715050 1.871329 0.354813
H -3.393903 0.284248 0.488929
H -2.546898 0.278435 2.932041
H -2.065637 1.954324 2.661294
H -4.155239 2.424729 3.374646
H -4.675146 1.912016 1.742634
H -5.856254 0.895289 3.836698
H -4.419958 -0.072324 4.032793
H -4.795576 -0.940454 1.643846
H -6.316881 -0.039586 1.655128
H -5.671127 -1.978342 3.896257
H -7.248078 -1.399600 3.376801
H -6.145221 -4.184551 2.611723
H -5.673147 -2.992568 0.935421
C 3.025784 4.017771 -1.548670
C 2.823509 2.866370 -2.529485
C 1.952175 1.920032 -1.720276
O 1.160739 2.742980 -0.850007
C 1.669589 4.080820 -0.860492
H 3.300524 4.957650 -2.024296
H 3.803769 3.760799 -0.826358
H 2.281511 3.218494 -3.410853
H 3.748896 2.398910 -2.861451
H 2.558692 1.247384 -1.106169
H 1.289694 1.316150 -2.341652
H 0.971247 4.715487 -1.417086
H 1.728558 4.448280 0.164899
C 6.221415 -1.684971 -4.368998
C 6.077789 -0.682336 -5.510807
C 4.941321 0.197993 -5.008407
O 5.039005 0.209798 -3.583108
C 5.961268 -0.807472 -3.154403
H 7.194107 -2.172431 -4.330838
H 5.454071 -2.458670 -4.452979
H 6.993420 -0.095654 -5.610622
H 5.860202 -1.140770 -6.474302
H 3.965562 -0.214840 -5.290249
H 5.002661 1.222348 -5.379217
H 6.878507 -0.327048 -2.814649
H 5.522793 -1.357905 -2.319764
C -11.776317 -1.420805 0.972548
C -11.447853 -2.912382 1.004884
C -9.981947 -2.894495 1.406889
O -9.797798 -1.738148 2.230391
C -10.959421 -0.894016 2.143269
H -12.837500 -1.205228 1.072281
H -11.425185 -0.979753 0.037415
H -12.042077 -3.411233 1.772372
H -11.619121 -3.421055 0.058505
H -9.325210 -2.794170 0.533204
H -9.679575 -3.779153 1.972317
H -11.512790 -0.970374 3.083099
H -10.640690 0.139307 2.011565
C 11.010217 0.498003 -1.118178
C 10.031465 0.394343 0.048133
C 8.689720 0.438120 -0.669340
O 8.897405 -0.164670 -1.951210
C 10.301361 -0.320104 -2.187921
H 12.005837 0.121141 -0.891340
H 11.103723 1.537981 -1.437991
H 10.156220 -0.563741 0.557330
H 10.140236 1.187878 0.785322
H 8.352289 1.469092 -0.820341
H 7.906905 -0.107769 -0.141255
H 10.552171 -1.382886 -2.106241
H 10.530982 0.012784 -3.200326

Forces on atoms 1 to 2 (eV/Å):
C 0.25 -0.18 -0.21
C 0.09 -1.54 -0.25